1.
5 unconnected molecules or ions with the total composition C25H43N2O8, computed with ωB97M-V/def2-TZVPD.

Cartesian coordinates (Å):
C 2.336 3.182 3.991
C 1.534 2.854 3.159
C 0.478 2.424 2.243
C 0.686 2.901 0.770
C 1.699 4.019 0.570
C 1.364 5.357 1.152
C 2.181 6.463 0.986
C 1.810 7.683 1.560
N 0.735 7.877 2.295
N -0.013 6.795 2.430
C 0.215 5.602 1.913
H 3.019 3.520 4.733
H -0.477 2.772 2.634
H 0.455 1.336 2.236
H 1.049 2.048 0.203
H -0.288 3.163 0.361
H 2.675 3.733 0.962
H 1.842 4.154 -0.504
H 3.101 6.412 0.422
H 2.433 8.553 1.411
H -0.842 6.928 2.999
H -0.510 4.827 2.099
O 1.984 -1.461 1.818
C 1.172 -1.981 2.543
O 0.375 -2.925 2.048
C -0.566 -3.664 2.846
C -1.859 -2.900 3.028
C 0.991 -1.490 3.959
H -0.114 -3.965 3.792
H -0.752 -4.575 2.282
H -1.703 -1.965 3.569
H -2.583 -3.497 3.579
H -2.289 -2.651 2.062
H 0.395 -0.579 3.908
H 1.972 -1.252 4.363
H 0.516 -2.190 4.641
O -4.638 -3.046 1.496
C -4.837 -2.481 0.452
O -5.288 -1.212 0.489
C -5.432 -0.412 -0.690
C -6.742 -0.679 -1.402
C -4.649 -3.167 -0.877
H -4.571 -0.540 -1.345
H -5.414 0.616 -0.331
H -6.807 -1.708 -1.753
H -6.848 -0.016 -2.261
H -7.581 -0.510 -0.725
H -5.526 -3.785 -1.074
H -3.774 -3.807 -0.803
H -4.479 -2.491 -1.708
O 4.679 0.569 -3.878
C 4.817 0.179 -2.752
O 3.767 0.256 -1.910
C 3.773 -0.289 -0.584
C 4.412 0.656 0.412
C 6.146 -0.332 -2.245
H 4.235 -1.277 -0.571
H 2.727 -0.433 -0.330
H 5.461 0.843 0.182
H 4.345 0.240 1.417
H 3.898 1.620 0.394
H 6.776 0.522 -2.000
H 6.617 -0.895 -3.047
H 6.077 -0.984 -1.378
O -2.802 -1.641 -2.607
C -2.139 -2.303 -3.366
O -1.752 -3.520 -2.967
C -1.069 -4.451 -3.819
C 0.421 -4.186 -3.870
C -1.689 -1.767 -4.703
H -1.525 -4.465 -4.810
H -1.257 -5.424 -3.371
H 0.645 -3.206 -4.291
H 0.917 -4.941 -4.478
H 0.840 -4.214 -2.864
H -0.823 -1.126 -4.544
H -2.498 -1.170 -5.117
H -1.435 -2.533 -5.431

Calculated values
Relative energy (zero: lowest compared OMol25 entry of this formula, charge and spin) in kcal/mol: 0.0
HOMO in Eh: -0.4165
Total charge: +1
Kohn-Sham gap in hartree: 0.238


2.
6 unconnected molecules or ions with the total composition C25H43N6O5S, computed with ωB97M-V/def2-TZVPD.

Cartesian coordinates (Å):
C -4.078 2.097 0.827
C -4.737 1.426 -0.377
O -5.693 0.425 -0.017
C -5.141 -0.704 0.577
O -4.412 -1.512 -0.365
C -3.325 -2.196 0.080
O -3.175 -3.341 -0.238
N -2.445 -1.491 0.971
S -1.650 -2.451 2.149
C -1.484 -0.661 0.203
O -0.445 -0.298 0.776
O -1.846 -0.437 -0.970
H -3.238 1.478 1.148
H -4.755 2.131 1.685
H -3.721 3.080 0.564
H -3.977 1.038 -1.053
H -5.295 2.184 -0.933
H -5.991 -1.300 0.921
H -4.525 -0.464 1.445
H -2.641 -2.587 3.046
C 0.616 0.109 4.630
C 1.850 -0.748 4.901
C 1.717 -2.157 4.313
C 0.548 -2.829 4.874
N -0.375 -3.364 5.299
H -0.271 -0.311 5.109
H 0.758 1.116 5.026
H 0.412 0.189 3.562
H 2.014 -0.809 5.981
H 2.731 -0.277 4.466
H 2.609 -2.750 4.519
H 1.589 -2.097 3.229
C 1.366 -1.307 -2.002
C 1.464 0.109 -1.455
C 2.858 0.434 -0.900
C 3.226 -0.473 0.186
N 3.528 -1.206 1.017
H 1.531 -2.048 -1.216
H 0.371 -1.483 -2.408
H 2.100 -1.483 -2.796
H 0.689 0.234 -0.672
H 1.237 0.828 -2.251
H 2.890 1.457 -0.521
H 3.620 0.340 -1.679
C -0.774 5.861 1.512
C 0.248 5.076 0.699
C -0.083 5.034 -0.797
C -1.375 4.388 -1.029
N -2.393 3.883 -1.185
H -1.761 5.401 1.455
H -0.486 5.891 2.563
H -0.855 6.890 1.155
H 0.311 4.055 1.082
H 1.236 5.526 0.822
H 0.677 4.474 -1.343
H -0.121 6.040 -1.217
C 5.419 -4.245 1.148
C 4.032 -3.634 1.311
C 3.311 -3.423 -0.025
C 4.064 -2.521 -0.902
N 4.656 -1.812 -1.584
H 6.075 -3.588 0.574
H 5.884 -4.405 2.121
H 5.368 -5.208 0.636
H 4.115 -2.678 1.830
H 3.419 -4.286 1.939
H 2.321 -2.995 0.137
H 3.185 -4.375 -0.545
C -1.131 -0.482 -6.348
C -0.988 -0.502 -4.830
C -1.250 0.861 -4.181
C -0.297 1.863 -4.664
N 0.450 2.648 -5.048
H -0.402 0.187 -6.808
H -0.969 -1.478 -6.762
H -2.130 -0.153 -6.644
H 0.014 -0.844 -4.566
H -1.691 -1.220 -4.406
H -1.163 0.788 -3.093
H -2.261 1.204 -4.407

Calculated values
HOMO in Eh: -0.2087
Total charge: -1
Kohn-Sham gap in hartree: 0.300


3.
4 unconnected molecules or ions with the total composition C25H44B2F9N3O18P3S3, computed with ωB97M-V/def2-TZVPD.

Cartesian coordinates (Å):
C 6.294 0.739 3.026
C 5.207 0.597 2.133
C 4.120 0.529 0.883
C 2.570 0.630 1.405
C 1.735 0.103 0.068
C 1.630 -1.531 -0.035
C 0.405 -2.188 0.850
S -1.307 -1.589 0.381
C -2.547 -1.868 1.789
S -2.514 -3.348 2.625
N -3.566 -0.808 2.245
C -4.238 0.299 1.445
C -5.198 1.177 2.448
N -5.132 0.567 3.835
C -4.156 -0.610 3.637
O 2.412 -0.222 2.628
B 1.688 0.544 3.695
O 0.207 0.299 3.794
B 2.137 0.204 5.280
N 1.346 -0.802 6.150
O 3.282 0.874 5.950
O 2.115 1.948 3.358
C 1.942 2.069 1.875
S 2.547 3.668 1.112
O 3.889 4.104 1.767
O 2.890 3.380 -0.401
C 1.242 5.050 1.083
F 1.472 5.763 -0.230
F 1.536 5.964 2.251
C -0.294 4.512 1.274
F -0.492 3.448 0.220
F -0.518 3.912 2.643
C -1.451 5.688 1.127
F -2.224 5.753 2.424
F -0.908 7.050 0.917
C -2.607 5.308 -0.021
F -3.625 6.421 0.060
F -3.364 4.064 0.327
F -2.085 5.334 -1.406
H 7.347 0.610 3.573
H 4.247 -0.555 0.409
H 4.408 1.294 0.045
H 2.302 0.562 -0.873
H 0.634 0.553 0.017
H 2.668 -2.084 0.170
H 1.385 -1.775 -1.177
H 0.434 -3.358 0.619
H 0.680 -2.069 1.982
H -4.038 0.429 0.296
H -5.828 2.097 2.058
H -3.971 -1.249 4.622
H -0.179 0.136 2.878
H 0.410 -0.389 6.419
H 1.841 -0.964 7.065
H 2.865 1.518 6.621
H 0.779 1.866 1.784
C -8.375 -4.695 0.984
O -7.736 -5.760 1.652
P -6.133 -5.929 1.509
O -5.336 -4.870 2.198
O -5.872 -6.057 -0.071
C -6.723 -6.839 -0.877
O -5.908 -7.422 2.069
C -6.236 -7.640 3.427
H -8.428 -3.817 1.630
H -7.857 -4.435 0.057
H -9.386 -5.022 0.732
H -7.164 -6.188 -1.638
H -7.528 -7.310 -0.306
H -6.136 -7.614 -1.376
H -7.240 -8.067 3.488
H -6.204 -6.713 4.009
H -5.523 -8.346 3.857
C 2.065 -4.090 -4.900
O 1.549 -5.167 -4.150
P 2.051 -5.375 -2.626
O 1.572 -4.332 -1.669
O 3.648 -5.516 -2.734
C 4.232 -6.282 -3.763
O 1.542 -6.870 -2.312
C 0.142 -7.074 -2.328
H 1.433 -3.208 -4.785
H 3.088 -3.847 -4.601
H 2.078 -4.394 -5.950
H 4.879 -5.624 -4.351
H 3.488 -6.730 -4.427
H 4.843 -7.072 -3.322
H -0.149 -7.477 -3.301
H -0.407 -6.145 -2.144
H -0.121 -7.795 -1.552
C 1.993 6.774 -3.079
O 2.588 7.595 -4.060
P 3.907 7.065 -4.833
O 3.659 5.931 -5.772
O 4.974 6.765 -3.670
C 5.120 7.653 -2.585
O 4.447 8.415 -5.525
C 3.600 9.008 -6.492
H 1.228 6.138 -3.527
H 2.736 6.151 -2.574
H 1.532 7.429 -2.335
H 4.902 7.103 -1.664
H 4.446 8.511 -2.651
H 6.152 8.008 -2.545
H 3.027 9.810 -6.020
H 2.909 8.281 -6.929
H 4.213 9.432 -7.290

Calculated values
HOMO in Eh: -0.1955
Total charge: -1
Kohn-Sham gap in hartree: 0.245


4.
A molecular structure, C25H44BN8O2SSbSi3Ti, computed with ωB97M-V/def2-TZVPD.

Cartesian coordinates (Å):
Ti 0.238 0.445 -0.209
B -0.719 -1.567 1.963
N 0.569 -0.903 2.510
C 1.275 -1.115 3.629
C 2.360 -0.256 3.631
C 2.223 0.478 2.448
N 1.149 0.071 1.779
N -1.809 -0.458 1.870
C -2.954 -0.238 2.524
C -3.525 0.926 2.030
C -2.617 1.370 1.068
N -1.602 0.513 0.967
H -1.081 -2.456 2.686
H -0.507 -1.921 0.808
H 0.956 -1.856 4.343
H 3.127 -0.166 4.380
H 2.846 1.258 2.039
H -3.289 -0.923 3.284
H -4.448 1.387 2.335
H -2.642 2.252 0.448
N 2.911 6.177 -5.397
C 2.734 5.248 -4.384
C 1.693 5.387 -3.465
C 1.545 4.477 -2.431
C 2.435 3.425 -2.310
C 3.481 3.276 -3.213
C 3.631 4.182 -4.241
S 2.265 2.226 -1.045
O 0.979 2.532 -0.361
O 3.423 2.252 -0.188
N 2.029 0.877 -1.802
C 2.588 -0.332 -1.468
N 1.710 -1.134 -0.820
C 2.107 -2.359 -0.494
C 3.374 -2.804 -0.825
C 4.200 -1.908 -1.484
N 3.820 -0.675 -1.814
H 2.101 6.718 -5.650
H 3.449 5.872 -6.190
H 0.998 6.212 -3.563
H 0.735 4.576 -1.721
H 4.161 2.438 -3.113
H 4.445 4.070 -4.947
H 1.393 -2.966 0.049
H 3.710 -3.798 -0.570
H 5.210 -2.187 -1.761
C -2.308 3.930 -2.717
Si -3.098 2.299 -3.186
C -3.617 2.352 -4.985
C -4.626 2.004 -2.136
Sb -1.366 0.489 -2.707
Si -2.824 -1.600 -2.811
C -1.680 -3.046 -3.151
C -4.140 -1.519 -4.149
C -3.617 -1.795 -1.129
Si -0.129 0.384 -4.935
C -1.211 -0.282 -6.316
C 0.433 2.125 -5.319
C 1.338 -0.764 -4.766
H -3.008 4.759 -2.850
H -1.424 4.125 -3.329
H -1.985 3.916 -1.673
H -4.372 3.130 -5.127
H -4.047 1.401 -5.306
H -2.774 2.582 -5.640
H -5.377 2.768 -2.361
H -4.407 2.054 -1.070
H -5.075 1.029 -2.334
H -1.270 -3.001 -4.163
H -2.215 -3.994 -3.047
H -0.843 -3.052 -2.449
H -3.698 -1.373 -5.136
H -4.847 -0.707 -3.975
H -4.706 -2.455 -4.168
H -2.854 -1.902 -0.355
H -4.252 -2.685 -1.107
H -4.231 -0.931 -0.867
H -2.088 0.338 -6.502
H -1.553 -1.294 -6.091
H -0.626 -0.329 -7.240
H -0.413 2.810 -5.406
H 0.988 2.152 -6.261
H 1.087 2.494 -4.525
H 1.016 -1.796 -4.612
H 1.988 -0.475 -3.941
H 1.933 -0.731 -5.684

Calculated values
Relative energy (zero: lowest compared OMol25 entry of this formula, charge and spin) in kcal/mol: 0.0
HOMO (alpha / beta) in Eh: -0.2266 / -0.3008
⟨S²⟩: 2.005
Total charge: 0
2S+1: 3
Kohn-Sham gap (alpha / beta) in hartree: 0.249 / 0.320


5.
A molecular structure, C25H44Cl3CuN4O3SeSi, computed with ωB97M-V/def2-TZVPD.

Cartesian coordinates (Å):
C -1.302 -1.984 -2.865
C -0.859 -3.013 -1.877
H -1.026 -2.220 -3.889
H -0.892 -1.009 -2.606
H -2.389 -1.875 -2.831
C -0.400 -4.231 -2.176
C -0.226 -4.835 -3.528
H -0.135 -4.884 -1.352
H -0.459 -4.150 -4.338
H -0.866 -5.713 -3.647
H 0.799 -5.186 -3.673
Cu 0.147 0.076 0.542
Cl -2.098 0.217 1.097
Cl -0.127 1.293 -1.416
H 0.823 4.595 3.771
H -1.281 5.556 2.550
C 1.168 4.288 2.783
C -0.831 5.185 1.629
N 0.040 4.063 1.902
H 1.733 3.368 2.867
C -0.184 2.868 1.348
O 0.531 1.874 1.554
H -1.623 4.879 0.953
H -1.050 2.817 0.689
H 1.810 5.071 2.380
H -0.272 5.999 1.165
H 1.645 -1.632 -2.774
H 2.578 -3.673 -1.619
C 2.445 -1.031 -2.349
C 3.399 -3.039 -1.283
N 2.935 -1.676 -1.144
H 2.045 -0.056 -2.102
C 2.752 -1.136 0.053
O 2.250 -0.020 0.275
H 3.763 -3.411 -0.330
H 3.115 -1.760 0.880
H 3.258 -0.943 -3.070
H 4.207 -3.091 -2.012
O 0.129 -1.625 -0.247
C -0.935 -2.513 -0.440
C 0.258 -4.047 1.176
C -0.928 -3.618 0.590
H 1.172 -3.540 0.906
C 0.265 -5.087 2.095
H -1.889 -1.984 -0.336
C -2.115 -4.239 0.967
H 1.200 -5.416 2.531
C -0.924 -5.708 2.454
C -2.117 -5.273 1.892
H -3.046 -3.906 0.526
H -0.922 -6.521 3.170
H -3.051 -5.745 2.172
Si -0.249 4.920 -5.194
Cl -0.503 3.507 -6.731
C 1.565 4.937 -4.753
C -1.303 4.367 -3.755
C -0.810 6.571 -5.863
H 1.898 3.958 -4.410
H 1.761 5.654 -3.955
H 2.177 5.215 -5.609
H -0.222 6.866 -6.730
H -0.703 7.349 -5.106
H -1.855 6.540 -6.165
H -1.001 3.383 -3.399
H -2.354 4.311 -4.033
H -1.215 5.065 -2.922
C 1.414 1.235 4.771
N 0.178 0.467 4.875
C -0.726 0.606 5.864
C -1.731 -0.315 5.669
N -1.450 -1.024 4.559
C -2.252 -2.135 4.055
C -0.289 -0.522 4.075
Se 0.575 -1.184 2.697
H 1.168 2.313 4.752
H 1.989 0.967 3.860
H 2.048 1.040 5.661
H -0.647 1.312 6.681
H -2.592 -0.472 6.306
H -2.305 -2.933 4.828
H -3.278 -1.784 3.823
H -1.808 -2.568 3.141

Calculated values
Relative energy (zero: lowest compared OMol25 entry of this formula, charge and spin) in kcal/mol: 1.8
HOMO (alpha / beta) in Eh: -0.1392 / -0.1344
⟨S²⟩: 0.753
Total charge: -1
2S+1: 2
Kohn-Sham gap (alpha / beta) in hartree: 0.229 / 0.224